The ion C12H16IN2 with charge +1 at a distorted geometry, computed with the ωB97M-V functional and the def2-TZVPD basis.

```
31
C12H16IN2 the ωB97M-V functional and the def2-TZVPD basis
C -0.419 -0.594 3.586
C -1.524 0.279 3.661
C 0.463 -0.668 2.472
C -1.733 1.293 2.813
C -1.215 -0.509 -2.034
C -0.207 -0.268 -3.069
C 1.196 -0.646 -2.475
C 1.567 -0.066 -1.070
C 0.626 0.242 1.344
C -0.313 1.402 1.134
C -0.904 -0.198 -0.531
C 0.540 -0.569 -0.044
N -2.333 -0.968 -2.437
N -1.013 1.254 -0.101
I -3.223 2.609 2.361
H -0.310 -1.253 4.449
H -2.163 0.232 4.587
H 1.222 -1.448 2.634
H -0.479 -0.702 -4.012
H -0.017 0.772 -3.356
H 1.283 -1.725 -2.503
H 1.934 -0.389 -3.191
H 2.483 -0.522 -1.018
H 1.464 1.114 -1.078
H 1.663 0.612 1.640
H 0.207 2.322 1.207
H -1.651 -0.876 0.083
H 0.602 -1.622 0.127
H -2.890 -1.248 -1.675
H -1.970 1.725 -0.067
H -0.595 1.861 -0.902
```

Computed properties:
<S²>   2.02
Orbital gap (spin up / spin down)   6.047 / 7.325 eV
Net charge   +1
Strongest force on any atom   0.1270 hartree/bohr
Spin multiplicity   3